{"formula": "C59H58BaClN6P", "method": "wB97M-V/def2-TZVPD", "largest_force_ev_per_a": 1.31, "e_above_lowest_ev": 2.564, "homo_lumo_gap_ev": 3.88, "energy_ha": -3438.5968, "total_charge": -2, "lumo_energy_ev": 3.601, "species": ["Ba", "C", "C", "C", "N", "C", "C", "C", "C", "C", "C", "C", "N", "C", "C", "C", "N", "C", "C", "C", "C", "C", "C", "C", "N", "C", "C", "H", "H", "H", "H", "H", "H", "H", "H", "H", "H", "H", "H", "H", "H", "H", "H", "H", "H", "H", "H", "H", "H", "H", "H", "H", "H", "C", "N", "C", "C", "C", "C", "C", "N", "C", "C", "C", "C", "C", "C", "H", "H", "H", "H", "H", "H", "H", "H", "H", "H", "H", "C", "C", "C", "C", "C", "C", "P", "C", "C", "C", "C", "C", "C", "C", "C", "C", "C", "C", "C", "H", "H", "H", "H", "H", "H", "H", "H", "H", "H", "H", "H", "H", "H", "H", "Cl", "C", "C", "C", "C", "C", "C", "C", "H", "H", "H", "H", "H", "H"], "positions_angstrom": [[-0.14122, 0.61910, 0.18512], [4.39705, 0.42294, 0.36892], [4.25148, -1.10388, 0.34697], [2.84088, -1.68558, 0.19269], [1.96764, -1.09090, 1.19219], [1.42689, -1.74269, 2.13910], [1.45934, -3.22862, 2.38300], [2.56324, -3.58874, 3.34399], [3.02000, -2.85914, 4.36495], [2.52997, -1.57530, 4.88229], [1.52539, -0.79614, 4.46191], [0.77108, -0.88657, 3.19539], [-0.19714, -0.12618, 2.84880], [-0.77053, 0.81457, 3.80643], [-0.10656, 2.20233, 3.83081], [-0.47975, 3.14716, 2.67165], [0.26458, 2.89977, 1.45066], [1.32407, 3.61122, 1.18458], [1.91187, 4.56296, 2.07814], [2.74197, 5.64277, 1.83834], [3.27146, 6.12777, 0.65195], [3.19303, 5.47596, -0.58119], [2.71007, 4.22718, -0.88877], [2.05850, 3.23674, -0.08037], [1.98364, 1.97731, -0.38404], [2.79075, 1.38419, -1.43467], [4.23377, 1.16442, -0.96456], [5.40466, 0.63974, 0.73768], [3.70344, 0.84319, 1.09962], [4.65563, -1.49005, 1.28922], [4.86813, -1.52416, -0.45467], [2.89703, -2.77346, 0.23721], [2.43761, -1.45776, -0.79585], [1.66006, -3.72147, 1.42839], [3.03199, -4.55267, 3.17132], [3.83423, -3.28898, 4.94114], [3.01806, -1.25210, 5.79674], [1.30156, 0.06652, 5.07858], [-0.78161, 0.39184, 4.81556], [-1.82114, 0.94037, 3.53049], [0.98233, 2.10096, 3.87191], [-0.42068, 2.68346, 4.76363], [-0.35843, 4.18055, 3.01560], [-1.54784, 3.01366, 2.45462], [1.62526, 4.44008, 3.11505], [2.98418, 6.22290, 2.72600], [3.81278, 7.06558, 0.68941], [3.63702, 6.00788, -1.41896], [2.86257, 3.91320, -1.91435], [2.79321, 1.96348, -2.36472], [2.33546, 0.42596, -1.69974], [4.69393, 2.15221, -0.85836], [4.78320, 0.63835, -1.75284], [-2.89421, 3.35858, -0.50994], [-2.08732, 2.29843, -1.09801], [-2.09900, 2.23243, -2.38345], [-1.30235, 1.36832, -3.19027], [-1.33085, 1.30867, -4.59310], [-0.34991, 0.39035, -4.96048], [0.22057, -0.05457, -3.75464], [-0.34132, 0.52395, -2.68664], [-4.22953, 2.88284, 0.01730], [-4.31100, 1.73631, 0.80323], [-5.52640, 1.30890, 1.31264], [-6.68671, 2.02624, 1.04478], [-6.61775, 3.16900, 0.26159], [-5.39530, 3.59112, -0.24880], [-3.06336, 4.17480, -1.22480], [-2.32425, 3.78572, 0.32186], [-2.74200, 2.92055, -2.95097], [-1.98883, 1.87190, -5.23995], [-0.07921, 0.07192, -5.95569], [1.00696, -0.78964, -3.64023], [-3.42335, 1.14703, 0.99452], [-5.56714, 0.40331, 1.90487], [-7.63851, 1.68707, 1.43482], [-7.51760, 3.72953, 0.03728], [-5.34720, 4.48018, -0.86834], [-7.42031, -3.43150, 1.46211], [-6.45495, -3.74000, 2.40931], [-5.15143, -3.27611, 2.26489], [-4.79988, -2.49090, 1.17162], [-5.77820, -2.18648, 0.22442], [-7.07400, -2.65498, 0.36109], [-3.11818, -1.80123, 0.87558], [-2.77444, -2.69541, -0.68177], [-2.82661, -4.08729, -0.79066], [-2.58099, -4.69932, -2.00739], [-2.29140, -3.93176, -3.13148], [-2.26838, -2.55176, -3.04193], [-2.51235, -1.93883, -1.81870], [-2.07650, -2.54207, 2.16579], [-0.98763, -3.29219, 1.84182], [0.05743, -3.71904, 2.85780], [-0.32018, -3.21771, 4.23515], [-1.46505, -2.51215, 4.48877], [-2.35767, -2.10449, 3.49154], [-8.43463, -3.79535, 1.57518], [-6.71232, -4.35102, 3.26672], [-4.39734, -3.51264, 3.00856], [-5.51212, -1.57907, -0.63647], [-7.81612, -2.41075, -0.38980], [-3.04156, -4.68286, 0.08901], [-2.58147, -5.78021, -2.07896], [-2.05565, -4.41855, -4.06904], [-2.02321, -1.94214, -3.90255], [-2.49673, -0.85639, -1.75841], [-0.82313, -3.60784, 0.81882], [0.15505, -4.82205, 2.86563], [0.31289, -3.51793, 5.06318], [-1.66818, -2.22950, 5.52028], [-3.23138, -1.50313, 3.71668], [3.83841, -8.18616, -4.54593], [2.99070, -6.84359, -3.76563], [2.17327, -7.07182, -2.66072], [1.51004, -6.03373, -2.04917], [1.61613, -4.66192, -2.49937], [0.96012, -3.62193, -1.88775], [2.47042, -4.49548, -3.65495], [3.12561, -5.54552, -4.25363], [2.06058, -8.08289, -2.28305], [0.87814, -6.24237, -1.19150], [0.27898, -3.79584, -1.06433], [0.99346, -2.62147, -2.30291], [2.59396, -3.49696, -4.06257], [3.75575, -5.36643, -5.11874]], "forces_ev_per_a": [[-0.6, -0.9, -0.7], [0.0, 0.0, -0.1], [0.0, 0.0, 0.0], [0.0, 0.1, 0.0], [0.0, 0.1, 0.1], [0.1, 0.1, 0.0], [0.0, 0.0, 0.0], [-0.1, 0.0, -0.1], [0.0, 0.1, 0.1], [0.1, -0.1, 0.0], [-0.1, 0.1, 0.0], [0.2, -0.1, 0.1], [0.0, 0.3, 0.2], [0.0, 0.0, 0.0], [0.0, 0.0, 0.0], [0.1, 0.0, 0.0], [0.1, 0.2, 0.2], [0.1, 0.0, 0.1], [-0.1, 0.0, 0.0], [0.0, 0.0, 0.0], [0.0, 0.0, 0.0], [0.0, 0.0, 0.1], [0.0, 0.0, 0.0], [0.1, 0.0, 0.0], [0.2, 0.3, 0.0], [0.0, 0.0, 0.0], [0.0, 0.0, 0.0], [0.0, 0.0, 0.0], [0.0, 0.0, 0.0], [0.0, 0.0, 0.0], [0.0, 0.0, 0.0], [0.0, 0.0, 0.0], [0.0, 0.0, 0.0], [0.0, 0.0, 0.0], [0.0, 0.0, 0.0], [0.0, 0.0, 0.0], [0.0, 0.0, 0.0], [0.0, 0.0, 0.0], [0.0, 0.0, 0.0], [0.0, 0.0, 0.0], [0.0, 0.0, 0.0], [0.0, 0.0, 0.0], [-0.1, 0.0, -0.1], [0.0, 0.0, 0.0], [0.0, 0.0, 0.0], [0.0, 0.0, 0.0], [0.0, 0.0, 0.0], [0.0, 0.0, 0.0], [0.0, 0.0, 0.0], [0.0, 0.0, 0.0], [0.0, 0.0, 0.0], [0.0, 0.0, 0.0], [0.0, 0.0, 0.0], [0.0, 0.0, 0.0], [-0.1, 0.0, 0.0], [0.1, 0.1, 0.0], [0.0, 0.0, 0.0], [0.0, 0.0, 0.0], [0.0, -0.1, 0.1], [0.0, 0.0, -0.1], [0.0, 0.0, 0.1], [0.0, 0.0, 0.1], [0.0, 0.0, 0.0], [0.0, 0.0, 0.0], [0.0, 0.0, 0.0], [0.0, 0.0, 0.0], [0.0, 0.0, 0.0], [0.0, 0.0, 0.0], [0.0, 0.0, 0.0], [0.0, 0.0, 0.0], [0.0, 0.0, 0.0], [0.0, 0.0, 0.0], [0.0, 0.0, 0.0], [0.0, 0.0, 0.0], [0.0, 0.0, 0.0], [0.0, 0.0, 0.0], [0.0, 0.0, 0.0], [0.0, 0.0, 0.0], [0.0, 0.0, 0.0], [0.0, 0.0, 0.0], [0.0, 0.0, 0.1], [0.0, 0.0, 0.1], [-0.1, 0.1, -0.1], [0.0, 0.0, 0.0], [0.0, 0.0, -0.1], [0.0, 0.0, 0.0], [0.0, 0.0, 0.0], [0.0, 0.0, 0.0], [0.0, 0.0, 0.0], [0.0, 0.0, 0.0], [0.0, 0.0, 0.0], [0.1, 0.0, -0.1], [0.0, 0.0, 0.1], [-0.1, 0.0, 0.0], [-0.1, 0.0, 0.0], [0.1, -0.1, 0.0], [0.0, 0.1, 0.0], [0.0, 0.0, 0.0], [0.0, 0.0, 0.0], [0.0, 0.0, -0.1], [0.0, 0.0, 0.0], [0.0, 0.0, 0.0], [0.0, 0.0, 0.0], [0.0, 0.0, 0.0], [0.0, 0.0, 0.0], [0.0, 0.0, 0.0], [0.0, 0.0, 0.0], [0.0, 0.0, 0.0], [0.0, 0.0, 0.0], [0.0, 0.0, 0.0], [0.0, 0.0, 0.0], [0.0, 0.0, 0.0], [0.0, 0.0, 0.0], [0.0, 0.0, 0.0], [0.0, 0.0, 0.0], [0.0, 0.0, 0.0], [0.0, -0.1, 0.0], [0.0, 0.0, 0.0], [0.0, 0.0, 0.0], [0.0, 0.0, 0.0], [0.0, 0.0, 0.0], [0.0, 0.0, 0.0], [-0.1, 0.0, 0.0], [0.0, 0.0, 0.0], [0.0, 0.0, 0.0], [0.0, 0.0, 0.0]]}

{"formula": "C59H61KN8O3S2Si", "method": "wB97M-V/def2-TZVPD", "largest_force_ev_per_a": 1.05, "e_above_lowest_ev": 0.896, "homo_lumo_gap_ev": 5.29, "energy_ha": -4634.7317, "total_charge": -2, "lumo_energy_ev": 3.766, "species": ["K", "C", "C", "C", "C", "C", "C", "C", "C", "C", "C", "C", "C", "C", "C", "C", "C", "C", "C", "C", "N", "C", "C", "C", "C", "C", "C", "C", "C", "C", "C", "C", "C", "N", "C", "C", "C", "C", "C", "N", "C", "C", "C", "C", "C", "C", "C", "C", "N", "H", "H", "H", "H", "H", "H", "H", "H", "H", "H", "H", "H", "H", "H", "H", "H", "H", "H", "H", "H", "H", "H", "H", "H", "H", "H", "H", "H", "C", "C", "N", "N", "C", "S", "N", "N", "H", "H", "H", "H", "H", "H", "C", "C", "C", "C", "O", "Si", "S", "O", "C", "C", "C", "C", "O", "C", "C", "C", "C", "H", "H", "H", "H", "H", "H", "H", "H", "H", "H", "H", "H", "H", "H", "H", "H", "H", "H", "H", "H", "H", "H", "H", "H", "H", "H", "H"], "positions_angstrom": [[-0.17661, -0.42909, -0.19401], [6.33935, 3.26388, -3.46425], [5.46597, 4.10481, -2.78721], [4.27668, 3.61055, -2.27384], [3.92855, 2.26609, -2.41752], [4.82104, 1.43380, -3.09551], [6.00951, 1.92417, -3.61612], [2.65351, 1.73752, -1.86168], [1.76197, 1.13040, -2.76343], [1.93563, 1.17189, -4.22067], [0.91490, 0.47456, -4.75143], [0.10017, -0.00383, -3.62844], [-1.06529, -0.77933, -3.80568], [-1.26107, -1.41493, -5.13098], [-2.44836, -1.24435, -5.84628], [-2.63377, -1.83895, -7.08482], [-1.63087, -2.62192, -7.64158], [-0.44744, -2.80822, -6.93923], [-0.26815, -2.21622, -5.69837], [-2.06915, -1.03478, -2.82795], [-2.15373, -0.39931, -1.66567], [-3.10623, -1.02209, -0.89369], [-3.23230, -0.73754, 0.47517], [-3.92867, -1.70446, 1.35275], [-3.24984, -2.35921, 2.37965], [-3.89929, -3.31320, 3.14753], [-5.23771, -3.60866, 2.92822], [-5.93019, -2.93683, 1.92914], [-5.27886, -1.99274, 1.14965], [-2.49733, 0.38032, 0.98797], [-2.29301, 1.56680, 0.19978], [-1.23446, 2.20537, 0.75003], [-0.81892, 1.40810, 1.87606], [-1.66502, 0.35261, 2.06958], [0.48458, 1.56357, 2.44020], [1.51207, 1.83549, 1.52048], [2.84826, 2.35756, 1.73041], [3.43172, 2.42690, 0.50448], [2.45740, 1.91826, -0.45692], [1.34271, 1.57721, 0.18372], [0.79967, 1.43576, 3.86987], [-0.10336, 1.93662, 4.81157], [0.21258, 1.95495, 6.16011], [1.44162, 1.47033, 6.59142], [2.32720, 0.93193, 5.66886], [2.00323, 0.89651, 4.32163], [-3.67696, -2.12347, -1.66182], [-3.06069, -2.11309, -2.86736], [0.63728, 0.43120, -2.46400], [7.26808, 3.64858, -3.86782], [5.70808, 5.15405, -2.66557], [3.59310, 4.26906, -1.75288], [4.56646, 0.38752, -3.21192], [6.68292, 1.25450, -4.13743], [2.70933, 1.70247, -4.75265], [0.69772, 0.32646, -5.79763], [-3.22733, -0.62586, -5.41727], [-3.56305, -1.68424, -7.62116], [-1.77295, -3.08751, -8.60914], [0.33688, -3.43116, -7.35249], [0.64361, -2.38387, -5.13913], [-2.20834, -2.12486, 2.55828], [-3.34411, -3.83934, 3.91537], [-5.73561, -4.35765, 3.53153], [-6.97853, -3.14858, 1.75346], [-5.81521, -1.46563, 0.37001], [-2.87683, 1.85471, -0.65721], [-0.78119, 3.13400, 0.44680], [3.26757, 2.66706, 2.67464], [4.42930, 2.77504, 0.28327], [-1.05242, 2.32417, 4.46278], [-0.49932, 2.35000, 6.87546], [1.68931, 1.47536, 7.64633], [3.25846, 0.49004, 6.00196], [2.66309, 0.41025, 3.61660], [-4.41992, -2.82512, -1.31812], [-3.19876, -2.82154, -3.67052], [4.98065, -1.63619, 1.18293], [4.36842, -2.79672, 0.49972], [4.80730, -4.01519, 0.50765], [3.87346, -4.70160, -0.22490], [2.85340, -3.94207, -0.67198], [1.53616, -4.41611, -1.57550], [3.21329, -2.69525, -0.23386], [2.42310, -1.56895, -0.38140], [5.87666, -1.96936, 1.70044], [4.27306, -1.23375, 1.91067], [5.24098, -0.84552, 0.47663], [3.88175, -5.70510, -0.25245], [2.99489, -0.78925, -0.69502], [2.01356, -1.34035, 0.52734], [0.53348, -1.93845, 6.25884], [-0.28438, -3.21357, 6.11464], [0.05429, -4.20958, 7.22128], [-1.77170, -2.87587, 6.14661], [-0.05310, -3.83311, 4.86324], [1.35735, -4.03162, 4.00336], [1.91117, -2.49986, 2.77865], [1.13053, -5.48084, 3.22354], [-0.01261, -5.97633, 2.54587], [-0.93156, -6.64941, 3.56344], [-0.74295, -4.85063, 1.82590], [0.50351, -6.99666, 1.53657], [2.46429, -4.37708, 5.19809], [3.78892, -4.85925, 5.15508], [4.23429, -5.18553, 3.73483], [3.83491, -6.11549, 6.02121], [4.67530, -3.76363, 5.74471], [0.31913, -1.45966, 7.21764], [0.29296, -1.24204, 5.45581], [1.60011, -2.15478, 6.20774], [-0.15188, -3.76865, 8.19979], [1.10675, -4.48962, 7.16638], [-0.55189, -5.11081, 7.10908], [-2.04153, -2.41464, 7.10028], [-2.36288, -3.78552, 6.02201], [-2.01865, -2.18134, 5.34200], [-1.26861, -5.91699, 4.29565], [-0.38909, -7.44027, 4.08677], [-1.80159, -7.08584, 3.06643], [-1.09408, -4.10747, 2.54208], [-1.60732, -5.24409, 1.28540], [-0.07886, -4.36110, 1.11465], [1.09616, -7.75827, 2.04847], [1.12100, -6.49603, 0.78982], [-0.32686, -7.48280, 1.01904], [3.61351, -5.97748, 3.31129], [5.27727, -5.51177, 3.73936], [4.14071, -4.31079, 3.09551], [3.10520, -6.83529, 5.64811], [3.58335, -5.87360, 7.05617], [4.82744, -6.57181, 5.99754], [4.63293, -2.88157, 5.10433], [5.71331, -4.09499, 5.83124], [4.30747, -3.48837, 6.73483]], "forces_ev_per_a": [[0.4, -0.9, 0.4], [0.0, 0.0, 0.0], [0.0, 0.0, 0.0], [0.0, 0.0, 0.0], [0.0, 0.0, 0.0], [0.0, 0.0, 0.0], [0.0, 0.0, 0.0], [0.0, 0.0, -0.1], [0.0, 0.0, 0.1], [0.0, 0.0, 0.0], [0.1, 0.0, 0.0], [-0.2, 0.0, 0.0], [0.1, 0.1, 0.0], [0.0, 0.0, 0.0], [0.0, 0.0, 0.0], [0.0, 0.0, 0.0], [0.0, 0.0, 0.0], [0.0, 0.0, 0.0], [0.0, 0.0, 0.0], [-0.1, 0.0, 0.1], [-0.4, 0.1, -0.3], [0.0, 0.0, 0.2], [0.1, -0.1, -0.3], [-0.1, 0.0, 0.0], [0.0, 0.0, 0.0], [0.0, -0.1, 0.1], [0.0, 0.0, 0.0], [0.0, 0.0, 0.0], [0.0, 0.0, 0.0], [-0.2, 0.3, 0.1], [-0.2, 0.0, 0.1], [-0.1, 0.1, 0.2], [-0.2, 0.1, -0.1], [0.0, 0.1, -0.1], [0.4, 0.0, -0.2], [-0.1, -0.1, 0.1], [0.0, 0.0, 0.0], [0.1, 0.0, 0.0], [0.0, 0.0, 0.0], [0.1, 0.1, 0.0], [-0.2, 0.1, 0.0], [0.0, 0.0, 0.1], [0.0, 0.0, 0.0], [0.0, 0.0, 0.0], [0.0, -0.1, 0.0], [0.1, 0.0, 0.0], [0.0, 0.1, 0.0], [0.0, -0.1, 0.0], [0.0, 0.2, -0.3], [0.0, 0.0, 0.0], [0.0, 0.0, 0.0], [0.0, 0.0, 0.0], [0.0, 0.0, 0.0], [0.0, 0.0, 0.0], [0.0, 0.0, 0.0], [0.0, 0.0, 0.0], [0.0, 0.0, 0.0], [0.0, 0.0, 0.0], [0.0, 0.0, 0.0], [0.0, 0.0, 0.0], [0.0, 0.0, 0.0], [0.0, 0.0, 0.0], [0.0, 0.0, 0.0], [0.0, 0.0, 0.0], [0.0, 0.0, 0.0], [0.0, 0.0, 0.0], [0.0, 0.0, 0.0], [0.1, 0.0, 0.0], [0.0, 0.0, 0.0], [0.0, 0.0, 0.0], [0.0, 0.0, 0.0], [0.0, 0.0, 0.0], [0.0, 0.0, 0.0], [0.0, 0.0, 0.0], [0.0, 0.0, 0.0], [0.0, 0.0, 0.0], [0.0, 0.0, 0.0], [0.1, 0.0, 0.0], [0.1, -0.1, 0.1], [0.1, 0.1, 0.0], [-0.1, 0.0, 0.1], [0.0, 0.0, -0.2], [0.0, 0.0, 0.0], [-0.1, -0.1, 0.0], [0.0, 0.2, 0.1], [0.0, 0.0, 0.0], [0.0, 0.0, 0.0], [0.0, 0.0, 0.0], [0.0, 0.1, 0.0], [-0.1, 0.0, -0.1], [0.3, -0.2, 0.1], [0.0, 0.1, 0.0], [-0.1, 0.0, 0.0], [0.0, 0.0, 0.1], [0.0, 0.0, 0.1], [0.1, -0.1, -0.2], [0.0, 0.0, -0.2], [-0.1, 0.2, 0.1], [0.2, -0.1, 0.2], [0.0, 0.1, -0.1], [0.0, 0.0, 0.0], [-0.1, -0.1, -0.1], [0.0, 0.0, 0.0], [-0.3, -0.1, 0.1], [0.1, 0.1, -0.1], [0.1, -0.1, 0.0], [0.0, 0.0, 0.0], [0.0, 0.0, 0.0], [0.0, 0.0, 0.0], [0.0, 0.0, 0.0], [0.0, 0.0, 0.0], [0.0, 0.0, 0.1], [-0.1, 0.0, 0.0], [0.0, 0.0, 0.0], [0.0, 0.0, 0.0], [0.0, 0.0, 0.0], [0.0, 0.0, 0.0], [0.0, 0.0, 0.0], [0.0, 0.0, 0.0], [0.0, 0.0, 0.0], [0.0, 0.0, 0.0], [0.0, 0.0, 0.0], [0.0, 0.0, 0.0], [0.0, 0.0, 0.0], [0.0, 0.0, 0.0], [0.0, 0.0, 0.0], [0.0, 0.0, 0.0], [0.0, 0.0, 0.0], [0.0, 0.0, 0.0], [0.0, 0.0, 0.0], [0.0, 0.0, 0.0], [0.0, 0.0, 0.0], [0.0, 0.0, 0.0], [0.0, 0.0, 0.0], [0.0, 0.0, 0.0]]}